Record 1
This record from the Open Molecules 2025 dataset describes C4H5NO as an isolated structure. The level of theory is ωB97M-V/def2-TZVPD.

Values from the calculation:
**Electronic energy**: -7761.5820 eV
**Energy relative to the best compared isomer or geometry (same formula, charge and spin)**: 4.945 eV
**HOMO level (spin up / spin down)**: -8.4579 / -8.0513 eV
**LUMO level (spin up / spin down)**: -0.82 / -1.10 eV
**Maximum force**: 0.75 eV/Å
**Total charge**: 0
**Orbital gap (spin up / spin down)**: 0.281 / 0.256 Eh

Last column: Löwdin charge in e.
CARTESIAN COORDINATES (ANGSTROEM)
N  0.18791  -2.40243  0.75197  0.151
C  0.00992  -1.30482  0.33152  -0.487
C  -0.95409  -0.03698  0.64679  -0.095
C  -0.43074  0.75521  -0.44266  0.004
C  1.02670  0.68720  -0.48366  -0.150
O  0.74094  -0.68326  -0.86340  -0.054
H  -0.68575  0.31903  1.64497  0.125
H  -2.00794  -0.30471  0.58522  0.115
H  -0.98477  1.02218  -1.33694  0.133
H  1.53775  1.19086  -1.30166  0.127
H  1.56008  0.75772  0.46786  0.133

Record 2
This record from the Open Molecules 2025 dataset describes one molecule with the formula C3H3ClIN. The level of theory is ωB97M-V/def2-TZVPD.

Values from the calculation:
**Electronic energy**: -25267.5164 eV
**Energy relative to the best compared isomer or geometry (same formula, charge and spin)**: 4.596 eV
**HOMO level (spin up / spin down)**: -7.7327 / -8.3791 eV
**LUMO level (spin up / spin down)**: -1.58 / -0.64 eV
**Maximum force**: 4.06 eV/Å
**Total charge**: 0
**Orbital gap (spin up / spin down)**: 0.226 / 0.284 Eh

Last column: Löwdin charge in e.
CARTESIAN COORDINATES (ANGSTROEM)
C  0.01201  2.50170  0.60063  -0.448
C  1.12485  -0.59771  -0.97022  -0.577
C  -1.23431  2.11065  0.77636  -0.522
N  1.17422  2.67833  0.54808  -0.127
Cl  -2.26171  1.94088  -0.64123  0.568
I  2.36807  0.66841  -0.09257  1.189
H  0.57468  -1.24672  -0.44942  -0.102
H  1.08464  -0.78583  -2.07303  -0.004
H  -1.67306  2.32189  1.66136  0.022

Record 3
This record from the Open Molecules 2025 dataset describes a 2-piece molecular cluster, C2H6O3S overall. The level of theory is ωB97M-V/def2-TZVPD.

Values from the calculation:
**Electronic energy**: -19148.9533 eV
**Energy relative to the best compared isomer or geometry (same formula, charge and spin)**: 0.050 eV
**HOMO level**: -9.4926 eV
**LUMO level**: 0.54 eV
**Maximum force**: 3.27 eV/Å
**Total charge**: 0
**SMILES string**: O=C(O)CS.O
**Orbital gap**: 0.369 Eh

Last column: Löwdin charge in e.
CARTESIAN COORDINATES (ANGSTROEM)
O  -0.10610  0.73578  0.80473  0.047
C  -0.01139  1.19805  -0.34171  -0.549
O  0.75024  2.28623  -0.65209  0.068
C  -0.81811  0.73070  -1.54047  -0.508
S  -2.55691  0.34766  -1.25017  0.731
H  1.20553  2.70214  0.13005  0.149
H  -0.69669  1.45683  -2.36718  0.086
H  -0.26804  -0.18928  -1.81705  0.095
H  -2.17369  -0.73736  -0.54421  -0.117
O  1.70977  -2.96743  2.17578  -0.093
H  1.77036  -2.06951  2.57368  0.046
H  1.19503  -3.49382  2.82863  0.046

Record 4
This record from the Open Molecules 2025 dataset describes a 3-piece molecular cluster, C4H16N2O2 overall. The level of theory is ωB97M-V/def2-TZVPD.

Values from the calculation:
**Electronic energy**: -11472.7267 eV
**Energy relative to the best compared isomer or geometry (same formula, charge and spin)**: 2.333 eV
**HOMO level (spin up / spin down)**: -7.0640 / -11.3171 eV
**LUMO level (spin up / spin down)**: -2.62 / -2.68 eV
**Maximum force**: 2.40 eV/Å
**Total charge**: +1
**Spin multiplicity**: 2
**Expectation value of S²**: 0.75
**Orbital gap (spin up / spin down)**: 0.163 / 0.318 Eh

Last column: Löwdin charge in e.
CARTESIAN COORDINATES (ANGSTROEM)
C  -0.44603  0.48609  -1.25203  -0.130
C  -0.39937  -0.89866  -0.53801  -0.185
C  1.00670  -1.31067  -0.52560  -0.465
C  1.98120  -0.88240  0.35927  -0.051
N  1.43091  -2.58360  -1.24476  0.148
N  -0.75335  1.54112  -0.19443  0.160
H  0.46710  0.90653  -1.74053  0.139
H  -1.28254  0.62969  -1.96136  0.122
H  -0.83943  -0.87128  0.46931  0.114
H  -0.97434  -1.60601  -1.19884  0.127
H  3.04249  -1.18965  0.36624  0.036
H  1.61172  -0.17779  1.15132  0.004
H  0.71267  -3.30682  -1.06072  0.145
H  2.28335  -2.81773  -0.68721  0.136
H  1.58496  -2.56072  -2.28002  0.168
H  -0.82803  2.49842  -0.56405  0.170
H  -1.67157  1.38510  0.22672  0.095
H  0.06203  1.46282  0.45622  0.128
H  2.40110  1.61275  2.33485  0.071
H  1.08518  1.45465  3.00448  0.086
O  1.48359  1.41473  2.10264  -0.096
H  -4.01605  2.31829  1.19980  0.074
H  -4.35628  0.95524  0.78512  0.063
O  -3.58601  1.53988  0.79160  -0.059